# 1
Below is 11 unconnected molecules or ions with the total composition C48H123N5O16 in a non-equilibrium geometry, with properties calculated with wB97M-V/def2-TZVPD.

Computed properties:
Kohn-Sham gap ... 8.9 eV
ΔE to the lowest compared entry with this formula, charge and spin ... 436.6 kJ/mol
Structure (SMILES) ... COCCNCCOC.COCCNCCOC.COCCNCCOC.COCCNCCOC.COCCNCCOC.CC(C)O.CC(C)O.CC(C)O.CC(C)O.CC(C)O.CC(C)O
Energy ... -3379.9000 a.u.
HOMO ... -8.470 eV
M ... 1026.53 g mol⁻¹

The geometry in XYZ format:
```
192
C48H123N5O16, DFT wB97M-V/def2-TZVPD
C -3.31 1.18 0.32
O -1.95 0.82 0.41
C -1.18 1.85 0.98
C 0.27 1.39 1.11
N 0.88 1.10 -0.20
C 2.18 0.46 -0.03
C 2.12 -1.03 0.36
O 1.32 -1.75 -0.58
C 1.98 -2.00 -1.79
H -3.86 0.28 0.03
H -3.42 1.92 -0.48
H -3.82 1.56 1.20
H -1.50 2.01 2.02
H -1.21 2.76 0.37
H 0.27 0.52 1.78
H 0.95 2.11 1.57
H 0.25 0.49 -0.73
H 2.87 1.00 0.62
H 2.64 0.46 -1.03
H 1.57 -1.17 1.29
H 3.08 -1.54 0.36
H 2.94 -2.52 -1.68
H 2.14 -1.06 -2.33
H 1.42 -2.67 -2.45
C -6.05 -4.35 3.80
O -6.01 -3.91 2.45
C -5.39 -2.62 2.29
C -3.92 -2.60 2.65
N -3.11 -3.44 1.79
C -1.80 -3.78 2.37
C -1.23 -4.87 1.48
O -2.09 -6.01 1.62
C -1.80 -7.02 0.69
H -6.28 -3.56 4.53
H -5.05 -4.72 4.05
H -6.71 -5.21 3.84
H -5.96 -1.95 2.93
H -5.50 -2.49 1.21
H -3.78 -2.99 3.67
H -3.61 -1.55 2.71
H -3.62 -4.25 1.45
H -1.93 -4.08 3.41
H -1.20 -2.87 2.28
H -0.27 -5.25 1.84
H -1.18 -4.51 0.45
H -1.83 -6.64 -0.33
H -2.55 -7.80 0.81
H -0.86 -7.54 0.90
C 2.52 -1.07 -5.20
O 3.47 -1.84 -4.47
C 3.98 -2.87 -5.30
C 5.06 -3.62 -4.54
N 4.47 -4.36 -3.40
C 5.58 -4.99 -2.67
C 5.08 -5.75 -1.43
O 4.78 -4.85 -0.37
C 4.40 -5.57 0.78
H 1.67 -1.73 -5.44
H 2.92 -0.61 -6.10
H 2.15 -0.30 -4.53
H 4.42 -2.50 -6.24
H 3.14 -3.52 -5.55
H 5.82 -2.93 -4.16
H 5.50 -4.37 -5.19
H 4.02 -3.69 -2.80
H 6.23 -4.18 -2.30
H 6.10 -5.71 -3.29
H 5.92 -6.37 -1.08
H 4.23 -6.35 -1.77
H 4.02 -4.81 1.48
H 5.24 -6.06 1.28
H 3.59 -6.27 0.57
C -1.97 5.17 8.20
O -1.11 4.65 7.19
C -0.53 3.41 7.54
C -1.45 2.21 7.56
N -2.33 2.05 6.39
C -1.69 1.88 5.09
C -0.63 0.80 5.08
O -1.25 -0.47 5.27
C -0.34 -1.52 5.46
H -2.48 6.04 7.78
H -1.31 5.62 8.95
H -2.73 4.49 8.57
H 0.09 3.53 8.44
H 0.17 3.23 6.72
H -2.22 2.34 8.33
H -0.89 1.32 7.84
H -2.82 1.18 6.58
H -1.12 2.75 4.74
H -2.46 1.66 4.36
H 0.22 0.91 5.76
H -0.15 0.73 4.09
H -0.70 -2.27 6.16
H 0.62 -1.14 5.84
H -0.03 -2.04 4.54
C -3.16 -1.65 -1.13
O -3.48 -1.50 -2.49
C -2.64 -2.22 -3.37
C -2.96 -1.84 -4.80
N -4.28 -2.33 -5.18
C -4.92 -1.60 -6.26
C -4.30 -1.85 -7.60
O -4.99 -1.09 -8.57
C -4.35 -1.14 -9.82
H -2.07 -1.51 -1.03
H -3.39 -2.63 -0.69
H -3.55 -0.88 -0.46
H -2.81 -3.26 -3.09
H -1.59 -1.97 -3.14
H -2.24 -2.22 -5.53
H -2.89 -0.74 -4.83
H -4.86 -2.35 -4.35
H -4.86 -0.51 -6.08
H -5.99 -1.78 -6.29
H -4.34 -2.93 -7.80
H -3.22 -1.66 -7.69
H -4.54 -2.06 -10.37
H -3.29 -0.96 -9.67
H -4.69 -0.35 -10.49
C 7.20 0.18 -1.68
C 5.80 -0.46 -1.53
C 5.73 -1.74 -2.36
O 5.63 -0.82 -0.17
H 7.25 0.77 -2.59
H 7.97 -0.60 -1.68
H 7.42 0.75 -0.78
H 5.04 0.25 -1.85
H 4.83 -2.34 -2.16
H 6.54 -2.41 -2.04
H 5.94 -1.56 -3.42
H 5.69 -1.77 -0.05
C 5.31 0.26 2.98
C 4.70 1.13 4.06
C 3.21 0.85 4.11
O 5.36 0.98 5.30
H 5.13 0.63 1.97
H 5.01 -0.79 2.98
H 6.40 0.29 3.10
H 4.77 2.18 3.77
H 2.89 0.80 3.07
H 2.68 1.68 4.59
H 2.93 -0.06 4.65
H 5.39 0.05 5.53
C 3.46 4.09 2.19
C 2.28 4.73 2.87
C 1.37 5.38 1.72
O 1.41 3.81 3.55
H 3.24 3.05 1.94
H 4.27 4.13 2.93
H 3.86 4.52 1.27
H 2.47 5.61 3.49
H 0.60 5.91 2.27
H 1.03 4.57 1.08
H 2.05 6.02 1.16
H 0.57 4.26 3.65
C 3.66 3.17 -2.12
C 2.35 3.90 -2.47
C 2.46 4.46 -3.88
O 1.29 2.95 -2.40
H 3.88 3.09 -1.05
H 4.52 3.54 -2.68
H 3.56 2.15 -2.49
H 2.15 4.66 -1.71
H 2.91 3.70 -4.52
H 2.94 5.43 -3.86
H 1.46 4.60 -4.31
H 1.33 2.50 -1.53
C -1.62 1.35 -2.94
C -2.01 2.46 -3.91
C -2.33 3.83 -3.29
O -0.80 2.76 -4.66
H -1.03 0.63 -3.50
H -2.55 0.92 -2.56
H -1.04 1.84 -2.16
H -2.84 2.10 -4.51
H -2.31 4.55 -4.11
H -1.49 4.11 -2.65
H -3.25 3.89 -2.72
H -0.11 3.01 -4.02
C -6.19 3.69 0.22
C -6.88 4.44 1.37
C -6.33 5.85 1.64
O -8.28 4.57 1.10
H -6.38 2.62 0.21
H -5.11 3.88 0.33
H -6.48 4.17 -0.72
H -6.81 3.84 2.28
H -5.35 5.72 2.11
H -6.93 6.28 2.44
H -6.16 6.48 0.77
H -8.35 5.14 0.32
```

# 2
Below is 12 unconnected molecules or ions with the total composition C48H126N6O24 in a non-equilibrium geometry, with properties calculated with wB97M-V/def2-TZVPD.

Computed properties:
Kohn-Sham gap ... 8.7 eV
ΔE to the lowest compared entry with this formula, charge and spin ... 302.7 kJ/mol
Structure (SMILES) ... COCCNCCOC.COCCNCCOC.COCCNCCOC.COCCNCCOC.COCCNCCOC.COCCNCCOC.OCCO.OCCO.OCCO.OCCO.OCCO.OCCO
Energy ... -4038.1893 a.u.
HOMO ... -8.458 eV
M ... 1171.55 g mol⁻¹

The geometry in XYZ format:
```
204
C48H126N6O24, DFT wB97M-V/def2-TZVPD
C -0.77 7.16 -7.81
O 0.23 6.19 -7.98
C 1.44 6.37 -7.25
C 1.29 5.78 -5.88
N 0.93 4.37 -5.95
C 1.08 3.68 -4.65
C 2.49 3.82 -4.07
O 2.54 4.84 -3.12
C 3.82 5.31 -2.83
H -0.71 7.97 -8.54
H -0.80 7.49 -6.77
H -1.74 6.68 -7.99
H 1.68 7.44 -7.17
H 2.28 6.00 -7.85
H 0.50 6.37 -5.40
H 2.19 5.93 -5.27
H -0.06 4.33 -6.19
H 0.91 2.62 -4.81
H 0.37 4.13 -3.95
H 3.25 3.81 -4.87
H 2.72 2.84 -3.61
H 3.87 5.94 -1.94
H 4.29 5.87 -3.65
H 4.50 4.46 -2.66
C 4.60 -3.83 1.26
O 4.44 -2.44 1.07
C 4.42 -1.72 2.28
C 4.32 -0.24 1.93
N 5.06 0.61 2.83
C 5.05 2.03 2.43
C 5.63 2.33 1.04
O 5.53 3.72 0.84
C 6.41 4.18 -0.15
H 5.60 -4.06 1.67
H 4.54 -4.44 0.36
H 3.87 -4.15 2.01
H 5.35 -1.89 2.84
H 3.60 -2.09 2.91
H 3.24 -0.01 1.94
H 4.52 -0.10 0.86
H 6.05 0.38 2.89
H 5.67 2.54 3.17
H 4.01 2.35 2.52
H 5.10 1.80 0.25
H 6.67 1.99 1.10
H 7.46 3.97 0.09
H 6.43 5.27 -0.24
H 6.16 3.71 -1.11
C 0.00 5.89 1.96
O -1.15 6.67 1.68
C -0.98 7.66 0.71
C -1.99 8.76 0.98
N -1.74 9.54 2.18
C -2.69 10.63 2.31
C -2.57 11.37 3.63
O -3.10 10.55 4.68
C -3.13 11.22 5.90
H 0.55 5.73 1.03
H -0.30 4.91 2.34
H 0.63 6.40 2.69
H -1.16 7.32 -0.32
H 0.00 8.15 0.76
H -3.00 8.33 1.03
H -2.13 9.47 0.16
H -1.81 8.93 2.99
H -3.72 10.28 2.14
H -2.48 11.34 1.51
H -3.13 12.31 3.61
H -1.51 11.47 3.85
H -2.28 11.89 6.09
H -3.12 10.47 6.69
H -4.04 11.82 6.04
C 7.25 -3.80 -4.58
O 6.16 -3.90 -3.70
C 5.26 -4.96 -3.93
C 4.15 -4.84 -2.89
N 3.36 -3.63 -3.04
C 2.58 -3.37 -1.85
C 1.95 -2.01 -1.89
O 2.93 -1.00 -1.99
C 2.42 0.29 -1.74
H 7.87 -4.70 -4.57
H 7.85 -2.92 -4.36
H 6.87 -3.73 -5.61
H 5.71 -5.95 -3.82
H 4.84 -4.87 -4.94
H 4.69 -4.75 -1.93
H 3.63 -5.80 -2.87
H 4.04 -2.88 -3.16
H 3.15 -3.45 -0.91
H 1.80 -4.14 -1.87
H 1.23 -1.89 -1.07
H 1.33 -1.89 -2.79
H 1.75 0.58 -2.56
H 3.20 1.03 -1.65
H 1.87 0.30 -0.80
C 1.86 3.59 -0.35
O 0.97 2.49 -0.28
C -0.21 2.75 0.42
C -0.80 1.43 0.87
N -1.09 0.57 -0.29
C -1.73 -0.70 0.02
C -1.09 -1.56 1.12
O 0.22 -1.98 0.80
C 0.98 -2.34 1.94
H 1.37 4.52 -0.64
H 2.62 3.35 -1.10
H 2.31 3.71 0.64
H -0.94 3.28 -0.21
H -0.04 3.32 1.35
H -1.76 1.57 1.36
H -0.06 0.99 1.57
H -0.20 0.37 -0.74
H -1.74 -1.33 -0.87
H -2.76 -0.63 0.36
H -1.73 -2.44 1.19
H -1.10 -1.04 2.08
H 1.30 -1.39 2.38
H 1.86 -2.83 1.51
H 0.52 -3.05 2.63
C -3.58 -10.30 -2.36
O -2.94 -9.52 -1.37
C -2.17 -10.35 -0.51
C -1.58 -9.45 0.55
N -2.63 -8.93 1.45
C -2.09 -7.95 2.39
C -2.47 -6.53 1.90
O -2.01 -6.32 0.57
C -2.14 -4.95 0.21
H -4.10 -9.65 -3.07
H -4.31 -10.95 -1.86
H -2.94 -10.89 -3.02
H -1.38 -10.90 -1.03
H -2.83 -11.06 0.00
H -0.87 -8.72 0.13
H -0.93 -10.04 1.21
H -3.30 -8.56 0.77
H -1.00 -8.01 2.44
H -2.55 -8.01 3.37
H -1.96 -5.80 2.55
H -3.55 -6.40 2.00
H -1.21 -4.44 0.52
H -3.02 -4.41 0.54
H -1.96 -4.93 -0.86
O 2.45 -7.88 1.32
C 1.93 -6.57 1.62
C 1.60 -5.85 0.33
O 0.56 -6.43 -0.44
H 2.09 -8.45 2.00
H 0.95 -6.82 2.07
H 2.49 -6.01 2.37
H 2.49 -5.64 -0.27
H 1.26 -4.83 0.55
H -0.23 -6.38 0.13
O -2.77 3.15 1.88
C -3.68 4.16 1.43
C -3.99 3.95 -0.05
O -4.64 2.70 -0.25
H -3.03 2.37 1.37
H -4.65 4.06 1.94
H -3.22 5.13 1.62
H -3.11 3.95 -0.70
H -4.54 4.86 -0.31
H -4.72 2.58 -1.21
O -4.41 -5.25 1.22
C -5.14 -4.02 1.27
C -4.24 -2.81 1.01
O -3.59 -2.33 2.20
H -3.87 -5.42 1.99
H -5.97 -4.03 0.57
H -5.52 -3.97 2.29
H -4.83 -1.99 0.62
H -3.47 -2.97 0.24
H -3.26 -3.12 2.66
O -3.97 0.37 2.05
C -4.96 0.72 3.03
C -6.32 0.28 2.50
O -6.57 0.91 1.25
H -3.72 -0.56 2.14
H -4.72 0.25 3.99
H -4.88 1.81 3.04
H -7.14 0.45 3.20
H -6.27 -0.81 2.31
H -5.67 1.10 0.94
O -4.58 1.96 -2.91
C -3.58 0.96 -3.07
C -2.21 1.57 -3.39
O -1.80 2.50 -2.41
H -4.90 2.16 -3.80
H -3.38 0.47 -2.12
H -3.89 0.24 -3.84
H -2.26 2.07 -4.36
H -1.54 0.70 -3.35
H -1.61 1.93 -1.64
O 0.59 -4.14 5.34
C -0.30 -5.18 4.96
C -0.05 -6.45 5.75
O -1.16 -7.34 5.43
H 1.48 -4.37 5.04
H -1.27 -4.82 5.32
H -0.38 -5.36 3.89
H -0.02 -6.26 6.82
H 0.85 -6.95 5.37
H -1.02 -8.07 6.05
```